(1)
This record from OMol25 describes C31H27AsCuF5N2O2Se as an isolated structure. The level of theory is the ωB97M-V functional and the def2-TZVPD basis.

HOMO-LUMO gap (alpha / beta) = 7.1672 / 7.1194 eV
max |F| = 0.4 eV/A
ΔE to the lowest compared entry with this formula, charge and spin = 0.0 kcal per mole
calculated total energy = -8234.58128 a.u.

Geometry as ORCA input:
```
! RIJCOSX wB97M-V def2-TZVPD def2/J DEFGRID3
* xyz -1 2
Se -1.65499 -2.05469 0.88832
As -1.80889 0.77943 3.28556
Cu -0.58109 -0.27614 -0.63688
F -0.20849 -3.66067 -1.35579
F 1.63987 -5.58217 -1.18794
F -0.42899 -3.49976 3.37046
F 1.38609 -5.44971 3.50179
F 2.45237 -6.50949 1.23448
O -2.17353 0.79975 -0.44480
O -0.67647 -0.39544 -2.62677
N 0.46524 1.07267 0.57680
N 1.22633 -1.06535 -0.69687
C -3.03637 -0.48382 4.15810
C 0.17600 2.31445 0.57698
C 1.54044 -5.52785 1.15731
C -2.31573 4.68430 4.51731
C -3.50349 4.13860 -0.44493
C -3.13049 5.76662 4.21153
C 2.05079 -2.44015 -3.96194
C -2.75570 3.37461 4.33809
C -1.10409 2.87398 0.20624
C 0.17932 -4.04382 -0.13768
C -4.85937 4.25815 3.52202
C 1.82533 -1.59745 -1.69214
C -2.42752 4.91161 0.03258
C -0.17455 -0.03797 4.00779
C -4.40950 5.55735 3.71528
C 1.29665 -1.71518 -3.02026
C -2.19068 2.07715 -0.29064
C -0.29683 -1.21883 -4.77980
C 0.99491 -4.98734 2.30447
C 1.12494 -5.05119 -0.07025
C 1.65232 -2.57444 -5.26610
C -1.87540 2.20721 4.68829
C -4.03935 3.18158 3.82688
C -3.39167 2.78163 -0.60081
C 0.45673 -1.94260 -5.66359
C -0.38361 -3.45703 0.99546
C 1.89295 -0.86514 0.57742
C 0.05628 -3.97625 2.21159
C 1.81659 0.62841 0.90106
C 0.07173 -1.07796 -3.40628
C -1.25839 4.26649 0.34505
H 2.84072 -1.98206 -1.53917
H -5.84830 4.08032 3.11669
H -0.07181 -1.02657 3.56350
H -2.85107 -1.46582 3.72363
H 1.33492 -1.41676 1.33885
H 0.69016 0.56908 3.73979
H 2.23824 -3.14784 -5.97155
H -2.52471 5.98143 0.15978
H -5.04530 6.39783 3.46821
H 0.12474 -2.03060 -6.69244
H -0.41419 4.83464 0.72495
H -0.84963 2.54916 4.83985
H -2.20136 1.74684 5.62522
H -2.76241 6.77464 4.35711
H -4.21560 2.18738 -0.97374
H -1.21518 -0.73396 -5.08603
H 0.93827 3.04277 0.88924
H 2.96999 -2.91045 -3.62487
H 2.55647 1.17930 0.30981
H -0.22382 -0.12966 5.09429
H 2.04174 0.78777 1.95883
H -4.39695 2.17335 3.65209
H -4.07068 -0.20682 3.95303
H -2.87315 -0.51224 5.23634
H 2.92880 -1.21878 0.56251
H -1.31677 4.85533 4.90241
H -4.43874 4.62396 -0.69986
*
```


(2)
This record from OMol25 describes a 3-piece molecular cluster, C31H27ClF2N2O3S overall. The level of theory is the ωB97M-V functional and the def2-TZVPD basis.

HOMO-LUMO gap = 8.8938 eV
max |F| = 2.1 eV/A
ΔE to the lowest compared entry with this formula, charge and spin = 18.7 kcal per mole
structure (SMILES) = C[C@@H](Cl)Cc1ccc2c(c1CC(=O)F)Nc1c(cccc1C(=O)NC(=O)F)S2.c1ccccc1.c1ccccc1
calculated total energy = -2590.86125 a.u.

Geometry as ORCA input:
```
! RIJCOSX wB97M-V def2-TZVPD def2/J DEFGRID3
* xyz 0 1
Cl 2.24247 6.14477 2.17337
S -0.81942 -0.26026 -0.67223
F -5.42865 1.97909 5.58707
F 2.88108 1.21702 5.05390
O -2.30010 -0.88763 4.56883
O 1.50337 -0.51470 4.96221
O -5.19142 -0.15366 5.10919
N -3.35209 1.15583 4.82528
N -0.79646 -0.21224 2.23355
C -2.12517 -0.13077 1.67819
C 0.23571 0.84635 0.27179
C -4.48194 0.02845 1.97998
C -2.68479 -1.48381 -4.80810
C 0.10318 0.74883 1.65048
C 5.28802 -4.34388 -3.73370
C 1.39481 5.02241 4.54990
C -2.32176 -0.16501 0.30327
C 1.56599 4.70222 3.03223
C 3.11663 -5.37585 -3.77725
C -0.28404 -1.60501 -4.80632
C -4.65635 -0.00035 0.61418
C -1.48822 -1.66142 -6.88663
C 4.47919 -5.45233 -3.52252
C -4.69968 0.94229 5.16588
C 4.73373 -3.15662 -4.19173
C 1.85369 2.56114 0.50043
C -3.58655 -0.10742 -0.25449
C -3.21336 -0.04685 2.54823
C 2.50252 3.46738 2.76302
C -2.91665 -0.01233 4.03176
C 1.11133 1.72797 -0.32386
C -1.48260 -1.50514 -4.11401
C -2.68712 -1.55778 -6.19460
C 1.70368 2.49862 1.87026
C 1.70456 0.63288 4.69983
C 0.63224 1.46543 3.98976
C -0.28619 -1.68795 -6.19209
C 2.56243 -4.18964 -4.23860
C 0.84355 1.58647 2.48837
C 3.37016 -3.07871 -4.44147
H 4.91114 -6.37672 -3.16022
H -3.62097 -1.40859 -4.26843
H -3.25408 2.00443 4.26770
H -3.62443 -1.53558 -6.73647
H 0.53969 2.45824 4.46026
H -0.44865 -1.13707 1.96417
H -5.33192 0.09156 2.65837
H 2.68034 2.96719 3.71581
H 0.56580 4.50754 2.62966
H 1.73026 6.05536 4.70648
H 2.54318 3.25841 0.02935
H 0.64932 -1.77261 -6.73158
H 1.49948 -4.13057 -4.43985
H 5.36433 -2.29145 -4.35442
H 2.04736 4.36410 5.13744
H 6.35170 -4.40520 -3.54037
H -5.67812 0.07618 0.24559
H 0.65405 -1.61905 -4.26439
H 2.48627 -6.24131 -3.61604
H -1.47770 -1.44385 -3.03302
H -1.49008 -1.72149 -7.96770
H -3.70596 -0.12789 -1.33491
H 2.93732 -2.15081 -4.79566
H 1.18864 1.77078 -1.40899
H -0.31458 0.96305 4.19977
H 0.35897 4.92788 4.89629
H 3.41291 3.77966 2.24781
*
```


(3)
This record from OMol25 describes C31H27IN5O2PtS as an isolated structure. The level of theory is the ωB97M-V functional and the def2-TZVPD basis.

HOMO-LUMO gap (alpha / beta) = 7.3114 / 5.3446 eV
max |F| = 0.5 eV/A
ΔE to the lowest compared entry with this formula, charge and spin = 0.0 kcal per mole
calculated total energy = -2435.97636 a.u.

Geometry as ORCA input:
```
! RIJCOSX wB97M-V def2-TZVPD def2/J DEFGRID3
* xyz 3 5
Pt 1.05033 -0.13921 -0.17321
I 2.47712 -2.14034 -1.91981
S 1.64465 2.07652 -0.66152
O -5.59811 -2.39461 -0.33014
O -3.88117 -0.50614 4.81573
N 0.33995 4.36777 -1.10854
N -0.38338 2.82330 -2.46431
N -0.27373 0.25202 1.57864
N -0.86450 -1.12274 -0.63363
N 0.73576 1.00686 -3.38588
C 5.17250 -3.08093 1.97006
C 3.37140 0.69393 1.69124
C -4.71551 -2.88569 -1.30768
C -3.06877 -1.63892 0.12350
C -1.44635 -0.40332 1.58763
C 0.50501 3.07142 -1.46672
C -1.09857 3.96019 -2.71010
C -1.40039 0.40649 -5.06521
C -0.65638 4.92102 -1.84610
C -2.38751 -2.27267 -2.06917
C -2.73296 0.25602 5.08388
C 0.09671 0.92590 2.67632
C 1.10284 5.08326 -0.07190
C 3.47373 -2.55016 -0.15045
C 4.54296 -1.82844 1.87663
C -1.16356 -1.70372 -1.80722
C -0.66811 0.96116 3.81868
C -1.51769 1.41167 -4.11607
C 4.10943 -3.79201 -0.05839
C -0.19592 -0.27132 -5.18453
C 3.60934 -1.55254 0.82632
C -3.37057 -2.25472 -1.08451
C -0.39945 1.67220 -3.34719
C 4.31972 0.45923 2.66268
C 4.87735 -0.81770 2.78997
C -1.81614 -1.08776 0.32048
C 2.91514 -0.30467 0.79924
C -2.25778 -0.42377 2.70945
C 0.83196 0.04963 -4.31213
C -1.87357 0.26347 3.85169
C 4.93705 -4.06507 1.01454
H 0.85604 4.68578 0.90912
H -2.57266 -2.72882 -3.03325
H -3.83181 -1.58869 0.88441
H -4.44597 -0.53441 5.59491
H -0.32402 1.52260 4.67781
H -4.59269 -3.97367 -1.23936
H 0.82210 6.13036 -0.12433
H -2.23590 0.17437 -5.71189
H -1.81737 4.02790 -3.50695
H -2.44154 1.95892 -3.99352
H -0.04984 -1.02917 -5.94146
H 5.60123 -1.02291 3.56887
H 2.16583 4.97921 -0.27405
H -2.97638 1.29459 5.33803
H 5.85424 -3.27110 2.78948
H -5.05389 -2.65898 -2.32458
H 5.42476 -5.02743 1.08949
H -0.95970 5.94729 -1.72520
H -0.38311 -1.70225 -2.55357
H 4.62667 1.24844 3.33600
H -3.18721 -0.97138 2.72076
H 2.95429 1.69239 1.63575
H 1.78868 -0.45596 -4.37675
H 1.04220 1.44550 2.62920
H -6.42987 -2.87812 -0.36973
H 3.96995 -4.53262 -0.83432
H -2.14684 -0.15748 5.91286
*
```


(4)
This record from OMol25 describes C31H27N2PdS2Sb as an isolated structure. The level of theory is the ωB97M-V functional and the def2-TZVPD basis.

HOMO-LUMO gap = 5.9501 eV
max |F| = 1.3 eV/A
ΔE to the lowest compared entry with this formula, charge and spin = 13.1 kcal per mole
calculated total energy = -2470.88326 a.u.

Geometry as ORCA input:
```
! RIJCOSX wB97M-V def2-TZVPD def2/J DEFGRID3
* xyz 2 1
Sb 1.96556 -0.93906 -1.78662
Pd 0.27215 -0.36408 0.09120
S -1.43743 -1.45252 -0.91168
S -0.44375 1.00478 -1.57325
N -3.92405 -2.14915 -3.67793
N -2.38409 1.99433 -4.61433
C 2.73083 -0.98115 2.54506
C 1.42556 -0.31543 2.21785
C 4.92353 2.06006 -4.13085
C 3.18963 0.44410 -2.74260
C 2.41185 -3.46373 -0.14876
C 0.60286 -1.18073 -4.42736
C 4.44964 -2.29021 -0.73352
C -2.46594 -0.10311 -3.12268
C -1.64093 -0.16924 -2.05792
C -0.49403 -3.10192 -5.36322
C -0.13859 -3.85577 -4.25180
C 0.18207 1.74363 1.65469
C 4.54493 -4.30919 0.56895
C 4.89413 0.69795 -4.39559
C -3.30525 -1.21446 -3.42632
C 3.21012 1.80373 -2.46488
C 0.18686 3.20153 1.33021
C -2.41734 1.05065 -3.95954
C 4.08673 2.61455 -3.17102
C -0.12076 -1.76764 -5.45623
C 5.18829 -3.24779 -0.05223
C 3.06305 -2.41418 -0.79588
C 4.01995 -0.12915 -3.70497
C 0.57696 -3.27829 -3.21484
C 0.95035 -1.93760 -3.30844
C -1.01398 1.07002 1.93063
C 1.39115 1.01528 1.73024
C -2.32586 -0.96610 2.61729
C -1.03558 -0.28172 2.30194
C 3.16004 -4.42286 0.51502
C 0.20143 -0.96332 2.44412
H 1.11640 3.67240 1.64439
H 2.32968 1.53107 1.56202
H -0.41525 -4.89977 -4.19550
H 5.54764 0.27442 -5.14619
H -2.18104 -1.76840 3.33818
H -1.95319 1.60779 1.87910
H 0.07706 3.35869 0.25233
H -0.64800 3.70502 1.81390
H 0.88376 -3.89198 -2.37806
H 5.60028 2.69721 -4.68382
H 5.12367 -5.04954 1.10468
H 4.96136 -1.46766 -1.22009
H -0.39802 -1.18141 -6.32214
H 6.26520 -3.16084 -0.00417
H 0.19526 -1.97297 2.83611
H 1.33025 -3.55408 -0.16996
H 2.66490 -5.26134 0.98619
H 2.56950 -1.90903 3.08885
H 2.55360 2.23718 -1.71987
H -3.05065 -0.25765 3.01418
H 3.33610 -0.31705 3.16218
H 3.30431 -1.21119 1.64517
H 0.89830 -0.14007 -4.51334
H 3.99264 -1.18979 -3.92948
H -1.05867 -3.56052 -6.16360
H -2.75784 -1.40155 1.71155
H 4.11483 3.67718 -2.97296
*
```